1.
Formula: C21H39N7O3S2Tl
Source: OMol25
Level of theory: wB97M-V/def2-TZVPD

Output
Kohn-Sham gap	8.17	eV
net charge	+1
ΔE to the lowest compared entry with this formula, charge and spin	0.0	kJ/mol

Structure (XYZ):
```
73
C21H39N7O3S2Tl, DFT wB97M-V/def2-TZVPD
Tl 0.92 -1.18 -0.75
C 4.01 -2.18 -1.68
N 3.57 -1.33 -0.57
C 4.04 -1.89 0.70
C 4.03 0.05 -0.74
C 3.21 0.79 -1.78
N 1.78 0.89 -1.44
C 1.03 1.37 -2.62
C 1.58 1.85 -0.34
H 5.10 -2.20 -1.75
H 3.61 -1.82 -2.63
H 3.65 -3.19 -1.52
H 5.13 -1.95 0.73
H 3.63 -2.89 0.82
H 3.68 -1.27 1.52
H 5.09 0.08 -1.03
H 3.95 0.55 0.23
H 3.29 0.29 -2.75
H 3.62 1.80 -1.91
H 1.42 2.35 -2.92
H -0.02 1.45 -2.37
H 1.14 0.66 -3.44
H 1.89 2.85 -0.66
H 2.16 1.55 0.53
H 0.53 1.86 -0.04
C -1.54 -1.41 3.67
N -0.39 -1.71 2.83
C -0.53 -2.85 1.94
C 0.59 -0.80 2.60
O 1.25 -0.77 1.52
N 0.89 0.06 3.59
C 0.82 -0.29 5.00
C 1.62 1.27 3.26
H -2.44 -1.63 3.10
H -1.56 -0.36 3.91
H -1.54 -2.01 4.58
H -0.98 -3.67 2.51
H 0.44 -3.17 1.59
H -1.19 -2.62 1.10
H 0.61 -1.35 5.12
H 0.05 0.28 5.53
H 1.78 -0.08 5.47
H 1.15 1.74 2.40
H 2.68 1.09 3.06
H 1.54 1.96 4.10
N -5.45 4.64 -1.96
C -4.67 3.68 -1.37
C -3.27 3.79 -1.37
C -2.49 2.80 -0.82
C -3.08 1.68 -0.25
C -4.46 1.56 -0.23
C -5.25 2.55 -0.79
S -2.08 0.42 0.45
O -2.97 -0.61 0.94
O -1.15 1.01 1.38
N -1.17 -0.14 -0.77
C -1.72 -0.71 -1.89
S -3.40 -0.99 -2.22
C -2.96 -1.70 -3.73
C -1.61 -1.69 -3.87
N -0.91 -1.13 -2.83
H -5.03 5.54 -2.14
H -6.43 4.66 -1.74
H -2.81 4.67 -1.82
H -1.41 2.91 -0.81
H -4.91 0.68 0.22
H -6.33 2.45 -0.77
H -3.70 -2.08 -4.41
H -1.07 -2.09 -4.72
C 0.80 -3.29 -1.17
H -0.25 -3.55 -1.09
H 1.41 -3.85 -0.47
H 1.13 -3.43 -2.19
```

Just the Mulliken charges please, in e? Sure, here they are: 2.520 -1.226 0.517 -1.020 -0.974 -0.903 0.692 -1.030 -0.636 0.394 0.290 0.355 0.348 0.306 0.208 0.487 0.314 0.400 0.401 0.421 0.268 0.270 0.484 0.110 -0.225 -1.351 0.300 -1.059 -0.137 -0.188 0.254 -1.240 -0.925 0.507 0.394 0.321 0.508 0.271 0.184 0.379 0.352 0.440 0.133 0.238 0.521 -0.514 1.015 -0.944 -0.571 -0.626 -0.286 -0.811 1.718 -0.753 -0.801 -0.015 0.026 0.027 -0.278 -0.970 -0.213 0.222 0.219 0.317 0.386 0.541 0.320 0.457 0.401 -1.915 0.463 0.454 0.456

---

2.
Formula: C48H47FMnN4O3P2
Source: OMol25
Level of theory: wB97M-V/def2-TZVPD

Output
expectation value of S²	6.207
Kohn-Sham gap (spin up / spin down)	5.64 / 6.77	eV
net charge	+3
ΔE to the lowest compared entry with this formula, charge and spin	0.0	kJ/mol
2S+1	5

Structure (XYZ):
```
106
C48H47FMnN4O3P2, DFT wB97M-V/def2-TZVPD
Mn -0.44 1.08 0.92
C 4.32 -2.01 6.02
C 4.01 -0.52 5.95
N 2.79 -0.25 5.15
C 2.95 0.08 3.87
C 1.91 0.33 2.99
C 2.34 0.64 1.57
O 3.51 0.62 1.28
O 1.38 0.87 0.69
C 0.60 0.25 3.46
O -0.46 0.50 2.77
C 0.42 -0.14 4.84
C -0.87 -0.29 5.37
C -1.04 -0.66 6.67
F -2.30 -0.74 7.15
C 0.05 -0.92 7.54
C 1.32 -0.79 7.00
C 1.52 -0.39 5.67
N -0.12 -1.32 8.87
C 0.73 -0.77 9.92
C 1.25 -1.91 10.79
N 0.19 -2.99 10.84
C -1.19 -2.40 10.78
C -1.41 -1.79 9.39
H 5.22 -2.16 6.61
H 4.50 -2.41 5.03
H 3.51 -2.58 6.48
H 4.82 0.02 5.47
H 3.87 -0.07 6.93
H 3.96 0.14 3.49
H -1.74 -0.10 4.76
H 2.17 -1.03 7.62
H 0.17 -0.05 10.52
H 1.57 -0.22 9.50
H 1.44 -1.59 11.81
H 2.15 -2.37 10.38
H 0.30 -3.56 11.69
H 0.32 -3.62 10.05
H -1.24 -1.66 11.58
H -1.91 -3.18 10.99
H -2.15 -1.00 9.50
H -1.81 -2.54 8.72
C -1.99 3.96 -0.42
N -3.06 3.17 -0.95
C -3.77 2.33 -0.02
P -2.81 0.82 0.44
C -3.56 0.07 1.90
C -4.06 0.87 2.93
C -4.57 0.27 4.08
C -4.56 -1.11 4.21
C -4.05 -1.90 3.19
C -3.54 -1.32 2.04
C -2.91 -0.33 -0.93
C -4.14 -0.92 -1.26
C -4.23 -1.72 -2.38
C -3.11 -1.93 -3.19
C -1.90 -1.34 -2.86
C -1.80 -0.54 -1.74
C -3.59 3.44 -2.25
C -3.87 4.75 -2.62
C -4.35 5.03 -3.89
C -4.59 3.99 -4.78
C -4.34 2.68 -4.40
C -3.83 2.40 -3.14
P -0.38 3.07 -0.44
C 0.10 2.73 -2.13
C -0.45 3.48 -3.17
C -0.06 3.23 -4.48
C 0.87 2.25 -4.76
C 1.44 1.51 -3.72
C 1.06 1.75 -2.41
C 0.83 4.07 0.42
C 2.00 4.49 -0.22
C 2.91 5.27 0.47
C 2.68 5.61 1.79
C 1.52 5.18 2.44
C 0.60 4.41 1.75
H -2.18 4.29 0.61
H -1.86 4.88 -1.00
H -4.70 1.98 -0.48
H -4.05 2.87 0.89
H -4.07 1.95 2.85
H -4.98 0.89 4.86
H -4.97 -1.57 5.10
H -4.05 -2.98 3.29
H -3.16 -1.95 1.24
H -5.01 -0.76 -0.63
H -5.17 -2.19 -2.64
H -3.20 -2.55 -4.07
H -1.03 -1.50 -3.49
H -0.85 -0.06 -1.52
H -3.72 5.57 -1.92
H -4.56 6.05 -4.17
H -4.97 4.21 -5.77
H -4.53 1.87 -5.09
H -3.60 1.38 -2.87
H -1.18 4.25 -2.99
H -0.49 3.82 -5.29
H 1.17 2.06 -5.78
H 2.18 0.76 -3.93
H 1.53 1.20 -1.61
H 2.18 4.22 -1.26
H 3.81 5.61 -0.03
H 3.39 6.23 2.32
H 1.34 5.46 3.47
H -0.30 4.08 2.26
```

Mulliken atomic charge list, values in e, 99 entries: 0.613 -1.000 -1.039 0.204 -0.044 -0.621 0.084 -0.646 -0.517 1.638 -0.871 0.742 0.013 0.097 -0.348 -1.389 -0.478 -0.297 0.228 -0.716 -0.742 -0.130 -0.832 -0.660 0.389 0.352 0.324 0.483 0.463 0.572 0.203 0.755 0.326 0.498 0.384 0.426 0.358 0.381 0.378 0.403 0.361 0.537 -1.614 0.887 -1.305 1.831 1.111 -0.552 -0.969 -0.513 -0.856 -0.859 0.359 -0.368 -0.867 -0.619 -0.698 0.007 -0.071 -0.101 -0.810 -0.661 -0.833 0.335 1.239 0.917 -0.762 -0.693 -0.762 -0.757 -0.361 0.967 -0.432 -0.833 -0.532 -0.896 -0.519 0.546 0.617 0.483 0.561 0.255 0.459 0.491 0.469 0.501 0.503 0.456 0.455 0.512 -0.052 0.501 0.446 0.452 0.459 0.066 0.491 0.500 0.448

---

Number 1: F_max 0.10 eV/A. Number 2: F_max 0.32 eV/A.